Entry 1
2 unconnected molecules or ions with the total composition C3H7O3, computed with ωB97M-V with the def2-TZVPD basis set.

Each line ends with the natural charge from an NBO analysis.
CARTESIAN COORDINATES (ANGSTROEM)
C1 -0.889 -2.272 -1.223  -0.73
C2 -0.440 -1.087 -0.351  0.77
O1 0.061 -0.110 -0.978  -0.80
O2 -0.547 -1.215 0.880  -0.76
H1 -1.477 -1.948 -2.081  0.20
H2 -1.489 -2.930 -0.597  0.20
H3 -0.023 -2.874 -1.488  0.20
C3 0.864 2.222 1.311  -0.25
O3 1.096 2.073 -0.068  -0.80
H4 0.687 1.221 -0.396  0.51
H5 1.726 2.689 1.787  0.14
H6 -0.022 2.889 1.387  0.13
H7 0.452 1.342 1.816  0.19

## Properties
**HOMO-LUMO gap**: 8.86 eV
**Charge**: -1
**2S+1**: 1
**HOMO**: -4.52 eV

Entry 2
2 unconnected molecules or ions with the total composition C3H7O3, computed with ωB97M-V with the def2-TZVPD basis set.

Each line ends with the natural charge from an NBO analysis.
CARTESIAN COORDINATES (ANGSTROEM)
O1 -1.073 0.512 -1.259  -0.80
C1 0.069 0.479 -0.603  0.77
O2 0.771 1.484 -0.265  -0.80
C2 0.625 -1.029 -0.604  -0.52
C3 -0.452 -1.874 0.038  -0.60
H1 1.493 -0.996 0.023  0.18
H2 0.978 -1.512 -1.535  0.19
H3 -1.455 -1.970 -0.597  0.22
H4 -0.815 -1.372 0.949  0.20
H5 -0.065 -2.879 0.225  0.17
H6 0.599 2.634 1.213  0.50
H7 -0.687 3.170 0.895  0.47
O3 0.011 3.353 1.518  -0.99

## Properties
**HOMO-LUMO gap**: 8.47 eV
**Charge**: -1
**2S+1**: 1
**HOMO**: -4.25 eV

Entry 3
2 unconnected molecules or ions with the total composition C3H7O3, computed with ωB97M-V with the def2-TZVPD basis set.

Each line ends with the natural charge from an NBO analysis.
CARTESIAN COORDINATES (ANGSTROEM)
C1 -1.545 -1.221 0.334  -0.74
C2 -0.210 -1.399 1.106  0.78
O1 0.366 -0.318 1.457  -0.83
O2 0.184 -2.560 1.291  -0.75
H1 -1.539 -0.276 -0.202  0.20
H2 -2.363 -1.162 1.064  0.20
H3 -1.637 -2.102 -0.307  0.20
C3 1.099 1.850 -0.917  -0.24
O3 1.299 0.454 -0.895  -0.78
H4 1.058 0.116 0.011  0.51
H5 0.038 2.078 -1.033  0.15
H6 1.610 2.223 -1.816  0.14
H7 1.640 2.319 -0.093  0.16

## Properties
**HOMO-LUMO gap**: 8.47 eV
**Charge**: -1
**2S+1**: 1
**HOMO**: -4.37 eV

Relative to the most stable structure, the computed energies are entry 1 0.0; entry 2 4.4; entry 3 2.2, all in kcal/mol.

Entry 1
2 unconnected molecules or ions with the total composition C3H7O3, computed with ωB97M-V with the def2-TZVPD basis set.

Each line ends with the natural charge from an NBO analysis.
CARTESIAN COORDINATES (ANGSTROEM)
O1 -1.318 -0.640 0.311  -0.82
C1 -1.282 -1.883 0.063  0.63
O2 -1.915 -2.792 0.597  -0.75
H1 -0.476 -2.192 -0.652  0.00
H2 -0.068 0.047 -0.579  0.51
C2 1.022 1.423 0.194  -0.05
O3 0.808 0.456 -0.797  -0.78
C3 1.844 2.587 -0.360  -0.62
H3 0.068 1.805 0.564  0.16
H4 1.566 0.986 1.035  0.13
H5 2.209 3.171 0.493  0.18
H6 2.713 2.237 -0.890  0.20
H7 1.219 3.259 -0.969  0.19

## Properties
**HOMO-LUMO gap**: 8.35 eV
**Charge**: -1
**2S+1**: 1
**HOMO**: -4.45 eV

Entry 2
2 unconnected molecules or ions with the total composition C3H7O3, computed with ωB97M-V with the def2-TZVPD basis set.

Each line ends with the natural charge from an NBO analysis.
CARTESIAN COORDINATES (ANGSTROEM)
C1 -1.010 2.255 1.216  -0.73
C2 -0.524 0.924 0.617  0.76
O1 -0.224 0.008 1.420  -0.79
O2 -0.418 0.885 -0.634  -0.80
H1 -0.104 2.860 1.341  0.20
H2 -1.379 2.098 2.238  0.20
H3 -1.724 2.749 0.569  0.20
C3 1.034 -2.088 -1.434  -0.24
O3 0.463 -2.177 -0.150  -0.77
H4 0.267 -1.254 0.137  0.52
H5 0.998 -3.089 -1.888  0.14
H6 0.525 -1.349 -2.050  0.18
H7 2.096 -1.821 -1.381  0.13

## Properties
**HOMO-LUMO gap**: 8.74 eV
**Charge**: -1
**2S+1**: 1
**HOMO**: -4.39 eV

Relative to the most stable structure, the computed energies are entry 1 1.2; entry 2 0.0, all in kcal/mol.

Entry 1
A gas-phase ion, C3H10N (charge +1), computed with ωB97M-V with the def2-TZVPD basis set.

Each line ends with the natural charge from an NBO analysis.
CARTESIAN COORDINATES (ANGSTROEM)
C1 -0.672 -0.712 -1.670  -0.66
C2 -0.046 -0.747 -0.281  -0.23
N1 0.307 0.616 0.219  -0.49
C3 0.405 0.732 1.713  -0.42
H1 -1.752 -0.674 -1.716  0.24
H2 -0.419 -1.645 -2.165  0.26
H3 -0.349 0.050 -2.373  0.23
H4 0.829 -1.379 -0.224  0.24
H5 -0.826 -1.165 0.360  0.23
H6 1.180 0.953 -0.195  0.44
H7 -0.430 1.290 -0.023  0.44
H8 1.114 0.004 2.059  0.23
H9 0.735 1.720 2.024  0.25
H10 -0.519 0.393 2.159  0.24

## Properties
**HOMO-LUMO gap**: 13.56 eV
**Charge**: +1
**2S+1**: 1
**HOMO**: -17.09 eV

Entry 2
2 unconnected molecules or ions with the total composition C3H10N, computed with ωB97M-V with the def2-TZVPD basis set.

Each line ends with the natural charge from an NBO analysis.
CARTESIAN COORDINATES (ANGSTROEM)
C1 2.996 0.057 -1.326  -0.87
H1 4.076 -0.006 -1.674  0.25
H2 2.382 -0.330 -2.179  0.22
H3 2.801 -0.250 -0.372  0.19
H4 2.737 1.146 -1.324  0.21
C2 -2.180 0.716 0.445  -0.43
C3 -0.173 -0.637 0.980  0.13
N1 -1.155 -0.262 0.200  -0.38
H5 -1.675 1.525 0.825  0.24
H6 -2.795 0.898 -0.471  0.27
H7 -2.787 0.320 1.237  0.25
H8 -0.032 -0.095 1.914  0.22
H9 0.519 -1.441 0.746  0.25
H10 -0.995 -0.749 -0.696  0.45

## Properties
**HOMO-LUMO gap**: 10.26 eV
**Charge**: +1
**2S+1**: 1
**HOMO**: -15.98 eV

Relative to the most stable structure, the computed energies are entry 1 0.0; entry 2 35.8, all in kcal/mol.

Entry 1
2 unconnected molecules or ions with the total composition C3H10N, computed with ωB97M-V with the def2-TZVPD basis set.

Each line ends with the natural charge from an NBO analysis.
CARTESIAN COORDINATES (ANGSTROEM)
C1 0.644 1.197 -0.775  -0.71
C2 -1.099 -0.314 1.197  -0.45
C3 0.939 -0.165 -0.286  -0.15
N1 -0.399 -0.897 -0.006  -0.55
H1 -0.300 1.641 -0.170  0.23
H2 1.570 1.793 -0.547  0.28
H3 0.562 1.199 -1.884  0.26
H4 -2.040 -0.845 1.567  0.27
H5 -0.340 -0.373 2.006  0.24
H6 -1.353 0.796 0.937  0.24
H7 1.552 -0.398 0.582  0.23
H8 1.685 -1.083 -1.390  0.22
H9 -0.411 -1.983 -0.043  0.46
H10 -0.922 -0.611 -0.807  0.42

## Properties
**HOMO-LUMO gap**: 11.94 eV
**Charge**: +1
**2S+1**: 1
**HOMO**: -15.76 eV

Entry 2
2 unconnected molecules or ions with the total composition C3H10N, computed with ωB97M-V with the def2-TZVPD basis set.

Each line ends with the natural charge from an NBO analysis.
CARTESIAN COORDINATES (ANGSTROEM)
N1 -1.538 -1.594 1.753  -0.91
H1 -0.502 -1.857 1.893  0.48
H2 -1.753 -0.921 2.616  0.47
H3 -2.190 -2.460 1.689  0.48
H4 -1.709 -0.980 0.960  0.47
C1 1.222 1.867 -1.037  -0.69
C2 1.042 0.502 -0.587  -0.12
C3 0.170 -0.365 -1.062  -0.52
H5 2.149 1.944 -1.656  0.26
H6 1.156 2.662 -0.166  0.24
H7 0.305 2.387 -1.548  0.23
H8 1.942 0.014 0.014  0.19
H9 0.371 -1.353 -1.320  0.22
H10 -0.663 0.154 -1.550  0.19

## Properties
**HOMO-LUMO gap**: 8.55 eV
**Charge**: +1
**2S+1**: 1
**HOMO**: -13.05 eV

Entry 3
2 unconnected molecules or ions with the total composition C3H10N, computed with ωB97M-V with the def2-TZVPD basis set.

Each line ends with the natural charge from an NBO analysis.
CARTESIAN COORDINATES (ANGSTROEM)
C1 2.658 0.124 0.011  -0.41
C2 -2.118 -0.001 -0.201  -0.47
C3 0.139 -0.262 0.685  -0.26
N1 -0.623 0.045 -0.503  -0.55
H1 3.079 0.391 0.958  0.21
H2 2.849 -0.909 -0.398  0.21
H3 2.401 0.875 -0.699  0.18
H4 -2.743 -0.927 -0.591  0.27
H5 -2.282 -0.162 0.837  0.24
H6 -2.701 0.953 -0.440  0.26
H7 0.180 0.590 1.343  0.21
H8 0.067 -1.174 1.207  0.23
H9 -0.338 -0.528 -1.318  0.45
H10 -0.568 0.983 -0.889  0.45

## Properties
**HOMO-LUMO gap (spin up / spin down)**: 8.64 / 9.78 eV
**Charge**: +1
**2S+1**: 1
**HOMO (spin up / spin down)**: -13.32 / -13.87 eV

Relative to the most stable structure, the computed energies are entry 1 12.3; entry 2 0.0; entry 3 50.2, all in kcal/mol.